Record 1
Below is a 2-piece molecular cluster, CFN3O2 overall, with properties calculated with ωB97M-V/def2-TZVPD.

Summary:
energy above the lowest of the compared OMol25 structures with the same formula, charge and spin	21.2	kcal/mol
frontier orbital gap (spin up / spin down)	8.019 / 8.917	eV
E_tot	-12310.1912	eV
charge	0
spin multiplicity	3
<S²>	2.03
E_LUMO (spin up / spin down)	-0.39 / -3.47	eV

Element x y z (Å)
F 1.5373 -0.2786 -1.0414
O -1.6629 1.3281 -0.1393
O 0.4455 1.8098 0.3910
N -0.5137 1.2775 0.0482
N 0.2295 -0.4986 -0.5911
N -0.1971 -2.2032 1.0867
C 0.1613 -1.4350 0.2459



Record 2
Below is a 2-piece molecular cluster, C6H2N5O5 overall, with properties calculated with ωB97M-V/def2-TZVPD.

Summary:
energy above the lowest of the compared OMol25 structures with the same formula, charge and spin	5.7	kcal/mol
frontier orbital gap	5.751	eV
E_tot	-23935.8298	eV
charge	-1
E_LUMO	0.99	eV

Element x y z (Å)
O -2.8234 0.0683 -1.2869
O -0.4252 -2.0916 -0.0582
O 1.6691 1.1538 2.9199
O -0.4171 0.4521 3.5572
O -1.5308 0.5512 -3.0048
N 2.3935 1.3041 1.7117
N -1.7007 0.3212 -1.7845
N 0.3694 -3.6257 -1.7642
N 1.7261 1.0533 -0.5910
N 0.3784 0.6386 2.6516
C -0.0243 -2.8630 -0.9071
C 0.2703 0.5013 1.2579
C 0.7096 0.7605 -1.3935
C -0.5795 0.3736 -0.9078
C 1.5293 0.9433 0.7242
C -0.7352 0.0094 0.4490
H -1.6545 -0.3932 0.9007
H 0.8449 0.8429 -2.4742



Record 3
Below is a 2-piece molecular cluster, BrClFNO overall, with properties calculated with ωB97M-V/def2-TZVPD.

Summary:
energy above the lowest of the compared OMol25 structures with the same formula, charge and spin	108.0	kcal/mol
frontier orbital gap (spin up / spin down)	6.824 / 6.822	eV
E_tot	-88811.8075	eV
charge	0
E_LUMO (spin up / spin down)	-2.66 / -2.66	eV

Element x y z (Å)
Br -1.7323 1.1643 -0.0042
Cl 1.9035 0.3090 -0.1710
F -1.5140 -1.3561 -0.6756
O 0.8012 0.1037 -1.2792
N -0.9213 -0.3499 -0.0215



Record 4
Below is an isolated molecule of C2H2BrN3, with properties calculated with ωB97M-V/def2-TZVPD.

Summary:
energy above the lowest of the compared OMol25 structures with the same formula, charge and spin	2.7	kcal/mol
frontier orbital gap	10.690	eV
SMILES	N#C/N=C(/N)Br
E_tot	-76618.3982	eV
charge	0
E_LUMO	0.31	eV

Element x y z (Å)
Br -1.1446 -1.7501 0.1499
N -0.2487 0.9537 -0.1348
N -2.4574 1.9858 0.1482
N 1.4444 -0.7359 -0.1760
C -1.4491 1.4584 -0.0064
C 0.0676 -0.2533 -0.0750
H 1.6371 -1.6381 0.2204
H 2.1507 -0.0204 -0.1264



Record 5
Below is an isolated molecule of C2H5N3O, with properties calculated with ωB97M-V/def2-TZVPD.

Summary:
energy above the lowest of the compared OMol25 structures with the same formula, charge and spin	5.4	kcal/mol
frontier orbital gap	10.599	eV
SMILES	[H]/N=C/NC(N)=O
E_tot	-8673.4066	eV
charge	0
E_LUMO	0.82	eV

Element x y z (Å)
O -0.5692 -1.5854 -0.6822
N 0.1508 0.3565 0.2611
N -2.1473 -0.1865 0.0691
N 2.3581 0.8580 0.3338
C -0.8394 -0.5237 -0.1435
C 1.4768 0.0561 -0.0480
H -2.7560 -0.7548 -0.4949
H 1.5023 -0.8806 -0.6016
H -2.4932 0.7208 0.3210
H -0.0070 1.1884 0.8146
H 3.3240 0.7513 0.1706



Record 6
Below is C28H24BrN3OSeTi as an isolated structure, with properties calculated with ωB97M-V/def2-TZVPD.

Summary:
energy above the lowest of the compared OMol25 structures with the same formula, charge and spin	3.6	kcal/mol
frontier orbital gap	5.915	eV
E_tot	-194445.2830	eV
charge	0
E_LUMO	-0.53	eV

Element x y z (Å)
Br -4.3425 1.8500 -1.9858
Se -0.5630 -2.7503 1.8676
Ti -0.3795 -0.4405 0.5512
O -1.7440 1.9089 0.8083
N -0.6988 -6.3453 -1.1903
N 0.0935 0.0251 2.4993
N -1.0155 -0.5562 -1.5796
C 0.4230 -4.4333 -0.2574
C 3.6767 -0.0166 1.6820
C 2.4920 -0.5985 -0.7667
C 3.8709 -0.5003 -0.6658
C -2.6698 0.3233 5.6326
C 1.0055 0.4246 5.0919
C -3.6795 -0.6758 -0.7584
C -2.8616 -1.7316 -0.5307
C 0.4062 2.6384 0.0015
C -2.1090 3.2731 1.0821
C -2.2032 0.0039 3.2830
C -1.3396 0.4447 5.8973
C 1.6723 -0.4161 0.3513
C 2.2885 -0.1228 1.5810
C -0.3872 0.3483 4.8512
C 1.4013 0.0715 2.7478
C 1.8772 0.2790 4.0669
C -3.1009 0.0949 4.3040
C -0.5397 1.5468 0.3548
C -0.6294 -4.1793 0.6216
C 0.3410 -5.5110 -1.1261
C -0.8174 0.1383 3.5333
C -3.1931 0.4245 -1.5370
C -1.8984 0.4437 -1.9111
C 4.4634 -0.2076 0.5601
C -1.7187 -5.0433 0.5543
C -1.4961 -1.6775 -0.9799
C -1.7039 -6.0939 -0.3510
H 1.1599 -5.7160 -1.8082
H -0.0731 3.4854 -0.4941
H -2.5670 -4.9057 1.2129
H -0.8969 -2.5703 -1.0712
H 1.3008 -3.7979 -0.2561
H 1.1962 2.2406 -0.6314
H -3.3950 0.3858 6.4329
H 5.5399 -0.1286 0.6376
H -4.1560 -0.0250 4.0953
H -0.9861 0.6060 6.9088
H -4.7041 -0.6784 -0.4101
H 4.4929 -0.6485 -1.5407
H 2.9417 0.3011 4.2462
H 4.1561 0.2156 2.6246
H -3.0753 3.2228 1.5734
H 1.3622 0.5818 6.1032
H 2.0408 -0.8160 -1.7283
H -2.5702 -0.1916 2.2835
H -1.4743 1.2759 -2.4602
H -2.5512 -6.7703 -0.4043
H -3.2108 -2.6206 -0.0245
H 0.8810 3.0142 0.9179
H -2.2018 3.8305 0.1516
H -1.3789 3.7416 1.7402



Record 7
Below is an isolated molecule of C5H13NO, with properties calculated with ωB97M-V/def2-TZVPD.

Summary:
energy above the lowest of the compared OMol25 structures with the same formula, charge and spin	43.7	kcal/mol
frontier orbital gap	9.297	eV
SMILES	CN[C@@H](C)[C@H](C)O
E_tot	-8932.1143	eV
charge	0
E_LUMO	0.92	eV

Element x y z (Å)
O -0.0221 0.3199 2.0557
N -0.5268 0.1704 -1.1832
C -1.2462 -1.3708 1.0376
C 1.3090 1.3114 -0.0219
C -0.3102 0.1976 -2.6084
C 0.6046 -0.0193 -0.3049
C 0.1155 -0.7461 1.1385
H -1.8584 -1.1198 1.9071
H 0.7451 1.9765 0.6205
H 1.3972 1.8141 -0.9949
H 1.3456 -0.6919 -0.7744
H -1.2967 0.2653 -3.1064
H -1.1162 -2.4623 1.0380
H 0.9825 -1.3708 1.3731
H -1.1655 0.9034 -0.9173
H -1.7470 -1.1419 0.1062
H 0.6765 0.8068 2.4671
H 0.4323 0.8726 -3.0440
H 2.2660 1.1379 0.4802
H -0.0469 -0.7935 -3.0029



Record 8
Below is a 4-piece molecular cluster, C4H12NO2 overall, with properties calculated with ωB97M-V/def2-TZVPD.

Summary:
energy above the lowest of the compared OMol25 structures with the same formula, charge and spin	223.1	kcal/mol
frontier orbital gap	5.592	eV
E_tot	-9912.5560	eV
charge	+1
E_LUMO	-7.78	eV

Element x y z (Å)
O -1.1617 1.4789 0.0805
O -2.0512 -0.1602 -1.4180
N -1.2079 -1.0269 1.0511
C 2.0055 1.1461 -0.0642
C 1.7427 -0.1282 -0.5668
C 0.8680 -1.1662 -0.0936
C 0.1891 -0.9091 1.1947
H 2.7825 1.6048 -0.7243
H -1.5061 -0.8323 0.1064
H 0.6072 -1.5643 1.9856
H 2.3960 -0.3555 -1.4015
H -2.5226 0.1883 -2.1820
H 1.7128 1.6521 0.8748
H -1.6694 -1.8400 1.4610
H -1.7319 0.9506 -0.7538
H -1.6239 2.2627 0.4001
H 0.0781 0.6259 -0.7533
H 0.7463 -2.0655 -0.6964
H 0.3467 0.1388 1.4997



- What is the energy above the lowest of the compared OMol25 structures with the same formula, charge and spin in the eighth record?
  223.1 kcal/mol